33
Properties=species:S:1:pos:R:3 method="wB97M-V/def2-TZVPD" max_force_ha_per_bohr=0.0970 homo_energy_ev=-14.866 multiplicity=1 orbital_gap_ev=8.72 charge=+2
H 1.731 0.854 1.299
C -3.262 0.271 -1.293
H 5.840 1.037 -2.038
O 5.420 1.451 -1.238
H -0.914 -1.989 -0.556
H -1.746 -0.861 2.178
H 6.412 -0.676 1.020
C -3.256 -1.280 0.621
H -3.304 -0.123 2.223
H -0.969 -0.863 -1.918
I 3.120 -0.840 -0.135
H 7.053 0.820 0.979
C -1.343 -1.039 -0.865
H 7.231 -0.253 -0.262
H 1.874 -0.748 2.207
C -1.829 0.733 0.851
C -2.515 -0.370 1.558
C -0.670 0.039 0.002
H -0.226 0.869 -0.496
H -1.972 1.900 -0.962
H -3.387 2.064 0.020
N 6.519 0.190 0.372
H -3.104 -2.325 0.950
N -2.798 -1.042 -0.787
H -2.752 0.424 -2.359
C 1.547 -0.208 1.210
O 0.195 -0.549 0.958
H -3.285 -1.754 -1.347
C 5.399 1.014 -0.088
H -1.467 1.648 1.331
H -4.355 -1.233 0.704
H -4.282 0.424 -1.343
C -2.655 1.345 -0.320

=====

32
Properties=species:S:1:pos:R:3 method="wB97M-V/def2-TZVPD" max_force_ha_per_bohr=0.0857 homo_energy_ev=-11.718 multiplicity=1 orbital_gap_ev=9.17 charge=+1
O 1.027 -0.329 2.081
C 0.994 0.173 0.820
H 2.810 2.646 -0.451
O 2.818 -1.944 0.258
H -3.649 -0.459 0.738
H -3.995 -0.597 -0.897
H -0.492 -2.112 0.794
C -3.230 -0.527 -0.225
H 3.573 -1.755 0.803
C 2.246 1.595 -0.495
C -1.082 -1.227 0.734
C -1.185 1.167 0.282
H 1.442 1.832 -1.181
H -3.087 1.718 -0.611
N -0.346 -0.004 0.171
C 2.390 -0.906 -0.504
H -0.795 2.032 -0.216
H 3.635 0.368 -1.777
H -2.653 -2.445 0.332
C 3.078 0.380 -0.803
C -2.395 0.775 -0.622
C -2.239 -1.672 -0.153
H 1.190 -1.275 1.967
H -2.149 0.756 -1.649
H -1.468 -0.937 1.764
N 1.534 1.453 0.700
H 1.933 1.749 1.567
H -1.810 -2.026 -1.081
H 1.747 -1.353 -1.300
H -1.525 1.265 1.326
H -0.184 -0.179 -0.873
H 4.063 0.329 -0.269

=====

34
Properties=species:S:1:pos:R:3 method="wB97M-V/def2-TZVPD" max_force_ha_per_bohr=0.0761 smiles="CC(C)(C)OC(=O)N1CCS(#[NH+])(O)CC1" homo_energy_ev=-13.163 multiplicity=1 orbital_gap_ev=9.37 charge=+1
C 1.942 1.608 0.885
C 2.790 1.481 -0.415
C -3.073 -1.400 0.371
H -2.221 -1.100 -2.073
C 1.491 -0.808 1.145
H -2.096 0.625 -2.400
O -1.091 -0.205 0.134
H 0.551 -1.570 1.374
S 3.535 -0.114 -0.436
H 2.176 -0.682 2.073
H -2.634 2.167 -0.194
C -2.522 -0.062 -0.237
H 4.893 -0.840 -1.996
N 4.316 -0.103 -1.679
H 2.063 1.403 -1.196
C 2.416 -1.401 0.056
H -3.728 0.034 -2.062
H -4.255 -1.292 0.047
H 1.343 2.566 0.941
C -0.247 0.792 0.222
H 3.068 -2.136 0.426
O 4.379 -0.308 1.140
H 2.529 1.395 1.725
C -2.613 -0.138 -1.724
H 5.231 0.045 1.498
H -3.127 1.454 1.385
N 1.021 0.481 0.707
H -4.239 1.166 0.095
H -2.561 -2.268 -0.036
O -0.403 1.930 -0.134
H 1.902 -1.820 -0.791
C -3.154 1.251 0.337
H -3.004 -1.395 1.500
H 3.434 2.299 -0.732

=====

39
Properties=species:S:1:pos:R:3 method="wB97M-V/def2-TZVPD" max_force_ha_per_bohr=0.0780 smiles="C[C@H](OP(=O)(O)O)C(=O)O.CNC(=O)[C@H](C)NC(C)=O" homo_energy_ev=-9.696 multiplicity=1 orbital_gap_ev=9.98
H -1.480 0.296 0.517
O 0.929 2.333 -1.035
C 0.678 0.189 2.186
O -0.572 -2.464 3.557
H 0.908 -0.172 -4.044
H 2.314 1.357 4.062
H -1.910 -0.940 1.699
H 1.763 0.250 -2.548
H 0.760 -0.707 0.283
H -3.292 2.531 -4.018
O -1.416 0.873 -3.515
C 0.025 -2.978 2.623
H 0.696 -1.060 3.760
O -0.750 3.448 -4.008
H 1.750 0.275 5.359
C 0.194 -0.900 1.194
O 0.813 1.340 1.776
H -0.521 -0.096 -1.966
C 1.009 0.589 -3.265
H 1.435 -4.585 2.609
P -1.400 2.135 -4.541
C -1.287 -0.729 0.829
O -1.335 2.422 -1.116
H 0.740 2.887 -0.258
H -0.129 -4.954 1.834
H 0.668 1.526 4.701
C -0.337 0.807 -2.555
O -0.539 1.887 -5.706
H 1.371 1.514 -3.723
C 1.455 0.811 4.456
H 0.917 -2.862 0.848
C 0.357 -4.451 2.667
N 0.429 -2.316 1.538
H -1.558 -1.409 0.021
N 0.963 -0.132 3.453
H -0.446 3.777 -4.866
C -0.279 1.955 -1.514
O -2.910 2.419 -4.896
H -0.011 -4.866 3.605

=====

31
Properties=species:S:1:pos:R:3 method="wB97M-V/def2-TZVPD" max_force_ha_per_bohr=0.0771 smiles=CC(C)N(C(C)C)[C@@](C)(P)C#N homo_energy_ev=-8.516 multiplicity=1 orbital_gap_ev=9.31
H -1.487 1.062 -2.446
H -2.472 2.071 -1.487
H 1.350 0.099 -2.090
C -0.145 -1.365 0.268
C -1.673 1.487 1.040
H -1.583 0.853 1.876
H -2.249 -0.004 -0.529
H 2.632 -0.361 -0.763
H 2.415 1.857 1.023
H -0.977 2.276 1.168
N -2.410 -2.654 0.020
C 2.037 0.413 -1.313
H -2.671 1.715 1.023
H 2.274 -0.009 1.135
N -0.164 -0.060 -0.346
H 1.080 1.232 1.996
H -0.781 2.441 -1.574
C 1.753 0.980 1.104
C -1.444 -2.016 0.111
H 0.658 1.833 -0.587
H -0.907 -2.133 2.633
H 0.374 -2.104 -1.596
C 0.670 -2.317 -0.556
H 0.285 -3.372 -0.385
H 0.882 -2.828 2.091
C -1.489 0.687 -0.308
P 0.384 -1.443 2.132
H 1.686 -2.093 -0.174
H 2.497 1.334 -1.638
C -1.509 1.611 -1.560
C 0.984 0.809 -0.269

=====

31
Properties=species:S:1:pos:R:3 method="wB97M-V/def2-TZVPD" max_force_ha_per_bohr=0.0850 smiles="CSC(C)(C)C(=[NH2+])N1CCCC1" homo_energy_ev=-12.112 multiplicity=1 orbital_gap_ev=9.15 charge=+1
H 4.099 -1.328 -0.016
H 2.713 -2.237 -0.181
C 1.046 -0.354 -1.523
H 2.642 -1.506 -2.422
C 2.587 -0.700 -1.667
C 2.927 -1.184 -0.242
H -3.286 1.745 0.917
H 2.724 0.689 0.764
H 0.833 0.432 -2.326
H 2.046 -0.755 1.596
C -0.141 0.518 0.580
N 0.903 0.013 -0.160
H -0.518 2.175 -1.379
H -2.307 2.026 -1.523
H -2.659 0.467 1.945
H -0.663 1.341 2.352
C -1.485 1.930 -0.846
H -0.399 -1.942 0.194
H -1.499 2.836 -0.215
H 3.151 0.203 -2.040
H -3.409 -0.010 0.430
S -1.872 -0.801 -0.998
H 0.542 -1.249 -1.797
N 0.085 0.953 1.782
H -1.771 -1.765 1.491
C 2.167 -0.243 0.598
C -1.541 0.716 0.023
C -2.829 0.800 0.883
H -1.870 -2.988 0.103
H 0.992 1.015 2.324
C -1.448 -2.005 0.374

=====

37
Properties=species:S:1:pos:R:3 method="wB97M-V/def2-TZVPD" max_force_ha_per_bohr=0.0671 smiles="[H]/N=C(/N)NCCC[C@H](NC(=O)[C@@H](N)CO)C(=O)O" homo_energy_ev=-8.939 multiplicity=1 orbital_gap_ev=9.39
O 0.785 2.474 -2.061
N -2.160 -1.418 0.765
H 2.287 -1.805 0.756
H -0.696 -2.820 -0.886
H 0.857 1.539 -2.279
H 2.718 -1.042 -2.013
O -0.138 3.676 -0.406
H 4.566 0.015 -0.449
H 4.679 -1.692 0.228
H -0.890 2.482 1.201
H 3.906 0.824 1.335
C -1.076 1.404 1.064
C -2.145 -1.459 -0.599
H 2.863 -2.453 -1.361
H -3.928 -0.524 1.473
H 0.300 -0.670 -1.005
C 0.120 2.612 -0.889
H -0.482 0.869 1.824
N -3.040 -0.636 -1.263
O 2.061 1.298 0.648
N -1.265 -2.074 -1.360
H -3.122 -0.893 -2.214
C 1.673 0.265 0.079
C 2.571 -1.011 -0.010
C -2.527 1.152 1.326
N 0.453 0.184 -0.465
H -1.533 -2.018 1.353
N 2.292 -1.622 -1.302
C -0.512 1.244 -0.289
C -2.825 -0.366 1.564
H -1.336 1.057 -1.048
O 4.134 -0.120 1.548
H -2.731 -0.490 2.594
H -2.719 1.711 2.219
H -3.216 1.441 0.502
C 4.073 -0.702 0.271
H -3.997 -0.430 -0.851

=====

30
Properties=species:S:1:pos:R:3 method="wB97M-V/def2-TZVPD" max_force_ha_per_bohr=0.0711 homo_energy_ev="-12.517 / -13.544" multiplicity=1 orbital_gap_ev="5.72 / 9.07" charge=+1
H -4.104 -1.103 -0.474
H -3.863 1.004 1.795
H 3.647 1.144 -1.167
H 2.488 -1.367 -2.178
H -4.036 0.323 -1.414
H 1.568 -2.273 -0.113
N 0.939 -0.146 -0.365
H 3.548 -1.215 1.415
H -0.855 2.161 0.051
C 2.528 0.688 1.212
P -2.045 0.189 0.216
C 1.889 -1.253 -0.018
C 2.624 0.592 -1.300
H -2.946 -0.554 2.403
C 2.767 -0.912 -1.193
H -2.487 2.604 -0.590
H -2.743 -0.863 -1.545
H 2.019 0.799 -2.160
C -2.826 0.475 1.837
H 3.380 1.389 1.066
H -2.159 1.122 2.367
C 1.774 0.926 -0.064
C -1.726 1.786 -0.644
C -3.413 -0.392 -0.904
H 1.988 -1.217 2.192
C 2.585 -0.846 1.339
H 1.925 1.180 2.027
H 3.867 -1.185 -1.067
H -1.402 1.411 -1.629
H 1.406 1.896 -0.278

=====

30
Properties=species:S:1:pos:R:3 method="wB97M-V/def2-TZVPD" max_force_ha_per_bohr=0.0835 homo_energy_ev=-8.546 multiplicity=1 orbital_gap_ev=8.00
C 1.168 2.028 -0.855
C -0.885 -1.039 1.094
H 1.782 -1.317 -2.299
H 0.234 -2.132 -1.723
H 1.711 2.040 -1.843
H -1.247 1.206 0.525
H 0.150 2.221 -0.934
H -3.530 -1.330 -1.103
C -2.260 0.959 0.627
H 0.399 -1.332 2.645
H -2.215 -0.196 -1.552
O 1.163 1.071 1.640
C 0.882 -1.158 -1.732
H -1.701 -1.806 -1.277
H -1.224 -0.411 3.020
H -2.928 1.259 -0.216
P 1.603 0.700 0.286
C 3.435 0.508 0.320
H 3.780 1.066 1.071
C 1.282 -1.117 -0.215
C -0.625 -1.007 2.339
H 1.673 2.809 -0.326
H -3.041 -0.990 1.217
H -2.642 1.450 1.481
C -2.235 -0.628 0.585
H 3.565 -0.468 0.646
C -2.448 -1.031 -0.958
H 3.855 0.602 -0.660
H 0.240 -0.412 -2.130
H 0.060 -1.541 0.327

=====

40
Properties=species:S:1:pos:R:3 method="wB97M-V/def2-TZVPD" max_force_ha_per_bohr=0.0780 homo_energy_ev=-12.358 multiplicity=1 orbital_gap_ev=9.03 charge=+1
H 0.685 2.142 1.236
H 2.558 2.700 0.174
H -1.176 -0.246 2.062
C -2.130 0.501 -0.680
O 1.708 0.227 -2.183
C -0.763 1.306 -0.608
H -0.463 1.552 -1.679
N 0.463 -2.883 3.197
O 0.597 -4.050 -1.302
B 1.617 0.860 -0.892
C -3.118 1.112 0.435
H -3.802 0.334 0.882
H -0.998 2.319 -0.145
H -4.050 2.970 0.456
C 0.448 -1.625 2.865
O 0.776 1.171 1.269
H -0.405 -1.158 -1.895
O -2.046 -0.931 -0.641
H -4.856 1.811 -0.416
H 3.085 2.384 -1.525
C -0.562 -1.140 1.723
H 4.949 1.908 0.081
H 1.150 -0.894 3.370
C 4.186 1.096 -0.121
C -0.717 -1.438 -0.845
C 2.833 1.870 -0.536
N -3.934 2.197 -0.203
N 0.395 0.611 0.043
H 4.546 0.569 -1.055
H -2.617 0.775 -1.674
H 4.020 0.409 0.750
Br 1.982 -1.699 0.461
C 0.188 -0.848 0.313
H 0.728 -4.026 -2.270
P -0.864 -3.351 -0.820
H 1.807 0.951 -2.827
Cl -2.182 -3.712 -2.448
H -2.485 1.579 1.255
H -1.326 -1.970 1.583
H -0.228 -3.383 2.611

=====

35
Properties=species:S:1:pos:R:3 method="wB97M-V/def2-TZVPD" max_force_ha_per_bohr=0.0561 smiles="CC(C)C[C@H](NC(=O)[C@H](C)CS)B(O)O" homo_energy_ev=-9.484 multiplicity=1 orbital_gap_ev=9.86
S 0.115 -3.448 0.843
H -0.212 3.526 -1.590
C 0.789 -1.208 -1.282
O 1.651 1.052 2.949
C -0.612 3.450 -0.598
H -0.914 1.384 -0.390
H -0.562 -4.577 1.004
O 0.511 -1.144 2.619
H 1.780 2.554 0.409
C 1.295 0.374 0.616
H -1.579 -2.145 -0.102
H -1.525 -0.973 -2.482
H 2.360 0.117 0.554
N 0.528 -0.635 -0.044
H -0.418 1.446 2.315
C -0.362 2.112 0.115
H 1.457 1.667 -1.029
H 0.255 -1.914 2.036
H -0.217 4.294 -0.005
H 0.429 -3.226 -2.135
O 1.786 -0.988 -1.977
H 1.740 0.841 3.873
H -1.765 2.496 1.643
B 1.153 0.046 2.164
H -1.728 -2.704 -3.168
C -0.876 -2.870 -0.554
H -0.187 3.135 1.961
C -0.697 2.287 1.613
H -0.404 -0.698 0.439
H -1.387 -3.804 -0.881
H -0.598 -1.617 -3.763
C 1.077 1.725 0.020
C -1.076 -1.878 -2.850
C -0.088 -2.336 -1.736
H -1.720 3.659 -0.588

=====

42
Properties=species:S:1:pos:R:3 method="wB97M-V/def2-TZVPD" max_force_ha_per_bohr=0.0130 homo_energy_ev=-7.924 multiplicity=1 orbital_gap_ev=8.03
H -2.111 3.071 1.617
H -1.271 4.437 -1.939
H -2.451 -4.403 1.576
C -0.649 3.743 -2.494
N 1.304 -2.039 1.228
H -0.485 5.986 0.084
H 1.680 -4.999 3.549
H 0.782 5.015 -0.683
H 2.998 -4.855 1.681
C -1.318 3.816 1.648
C -0.316 2.735 -0.276
C 2.818 -3.970 1.073
C 0.149 5.105 0.193
H -1.768 4.781 1.879
H 1.446 1.290 -1.562
N -0.682 -3.806 1.541
Cl -1.877 -1.909 -3.147
H -0.619 3.565 2.456
C 0.447 -4.023 2.100
O -2.615 -2.318 -4.289
H 0.010 -4.698 4.066
O -0.727 -1.084 -3.517
H 0.794 5.250 1.066
H -0.460 1.623 1.284
O -1.702 -4.535 2.167
Ba -0.180 -1.066 -0.697
C 0.642 -4.988 3.226
O -2.684 -1.119 -2.228
H 3.671 -3.297 1.123
O 2.109 -1.393 0.367
H 2.720 -4.295 0.033
H 1.271 2.105 -3.104
N 0.086 2.875 -1.583
C 0.719 1.748 -2.234
N -0.357 1.567 0.278
H 0.341 -5.995 2.935
H -0.009 1.023 -2.618
N -0.665 3.908 0.358
H 0.044 4.307 -3.121
C 1.569 -3.263 1.499
H -1.297 3.146 -3.144
O -1.356 -3.039 -2.392